i | Below is 15 unconnected molecules or ions with the total composition H31O15, with properties calculated with wB97M-V/def2-TZVPD.

Its charge is +1. The value obtained for the HOMO-LUMO gap is 11.0 eV. For the HOMO energy, the calculation gives -14.0 eV.

The geometry in XYZ format:
```
46
Properties=species:S:1:pos:R:3:mulliken_charge:R:1
O 1.133 -0.741 1.649 -0.52
H -2.991 1.187 -2.476 0.30
H 1.378 0.190 1.684 0.51
O -1.062 -1.193 0.003 -0.37
H -2.366 -4.412 0.698 0.29
H -1.081 -0.252 0.195 0.38
O 1.722 3.103 -1.162 -0.65
H 1.045 -2.476 -0.865 0.47
H -3.647 -2.642 1.959 0.37
O 0.445 3.142 1.882 -0.52
H 3.568 2.187 1.367 0.28
H 3.346 -0.381 -2.704 0.31
O -2.356 0.480 -2.655 -0.58
H 1.181 3.550 2.354 0.25
H -1.678 -4.032 1.984 0.30
O 0.884 0.091 -3.717 -0.58
H 1.883 3.491 -0.288 0.30
H 2.554 2.627 -1.251 0.31
O 1.104 -2.697 0.096 -0.67
H 0.125 -0.445 -3.478 0.29
H -2.302 3.801 0.810 0.30
O 0.131 1.063 -0.039 -0.28
H 0.122 -2.712 0.237 0.46
H -3.255 3.341 1.869 0.30
O 3.002 2.563 2.041 -0.56
H -2.172 0.264 -1.729 0.23
H 1.969 -2.373 -3.316 0.35
O 3.611 -1.249 -2.359 -0.67
H -0.141 1.955 0.214 0.20
O -2.159 -3.643 1.245 -0.64
H -1.816 -1.691 -0.306 0.16
H 2.792 -1.416 -1.883 0.27
O -2.319 3.542 1.737 -0.56
H 3.386 2.076 2.786 0.28
H 0.485 0.887 -4.085 0.28
O 1.274 -2.545 -2.666 -0.65
H 1.259 -1.452 0.735 0.70
H 1.050 -3.474 -2.605 0.25
O -4.243 -2.059 1.470 -0.61
H 0.153 -0.619 1.439 0.18
H -1.621 -0.533 2.584 0.24
O -1.017 0.178 2.380 -0.58
H -0.996 1.117 2.545 0.26
H -0.222 3.141 2.583 0.21
H 0.609 1.235 -0.859 0.15
H -3.963 -2.182 0.564 0.26
```

ii | Below is 15 unconnected molecules or ions with the total composition H31O15, with properties calculated with wB97M-V/def2-TZVPD.

Its charge is +1. The value obtained for the HOMO-LUMO gap is 10.9 eV. For the HOMO energy, the calculation gives -13.6 eV.

The geometry in XYZ format:
```
46
Properties=species:S:1:pos:R:3:mulliken_charge:R:1
O -0.821 -3.922 -0.154 -0.62
H 1.386 -2.770 0.959 0.17
H -0.171 -3.976 -0.862 0.31
O -0.869 3.637 -1.226 -0.63
H -1.383 -0.238 1.377 0.31
H -0.527 3.060 -1.956 0.34
O -3.051 -1.642 -1.172 -0.60
H -2.043 2.135 2.604 0.22
H 3.105 0.996 3.332 0.34
O 2.227 1.398 -2.820 -0.60
H -0.899 2.771 -0.077 0.37
H 1.611 0.600 -2.587 0.24
O 1.519 -2.674 1.746 -0.52
H 0.040 -0.921 1.196 0.40
H 2.534 -2.411 1.790 0.35
O 1.301 0.653 -0.492 -0.74
H -2.914 -0.812 -0.841 0.27
H -2.654 -2.304 -0.483 0.32
O -2.546 2.527 3.283 -0.58
H 1.557 1.352 -1.162 0.44
H -2.456 -0.503 -4.250 0.33
O 1.716 -1.197 -3.594 -0.52
H -1.667 4.119 -1.559 0.35
H -1.096 -0.162 -4.739 0.30
O -0.630 2.163 0.758 -0.67
H 0.876 -0.577 -3.749 0.25
H -4.049 -0.477 1.150 0.26
O -0.505 -0.926 4.241 -0.57
H 1.732 -1.613 -4.358 0.23
O -0.503 0.030 1.351 -0.26
H -0.244 0.853 0.720 0.58
H -1.347 -1.120 4.381 0.27
O -1.494 -0.117 -3.849 -0.61
H -0.610 2.789 1.507 0.28
H 2.032 0.226 -0.525 0.28
O -3.331 -0.009 1.425 -0.55
H -2.006 2.072 3.958 0.39
H -3.816 0.444 2.101 0.26
O 3.628 1.285 2.409 -0.65
H -1.576 -4.528 -0.364 0.31
H 4.210 -0.645 -1.311 0.23
O 3.354 -0.806 -1.610 -0.48
H 2.963 -1.522 -2.030 0.23
H 3.118 1.114 -3.037 0.31
H -0.114 -1.863 4.103 0.32
H 4.450 0.705 2.346 0.31
```

Best to worst by energy: i, ii.

i | Below is a single C3HF3O molecule, with properties calculated with wB97M-V/def2-TZVPD.

Its SMILES is O=C=CC(F)(F)F. Its charge is 0. The value obtained for the HOMO-LUMO gap is 10.5 eV. For the HOMO energy, the calculation gives -10.3 eV.

The geometry in XYZ format:
```
8
Properties=species:S:1:pos:R:3:mulliken_charge:R:1
C 0.325 -1.171 -1.070 0.78
C 1.253 -1.132 -0.181 -0.91
C 0.948 -1.007 1.217 0.86
O -0.483 -1.278 -1.880 -0.31
F 0.745 -2.284 1.696 -0.23
F 1.945 -0.480 1.935 -0.25
F -0.178 -0.292 1.389 -0.25
H 2.348 -1.102 -0.393 0.32
```

ii | Below is a single C3HF3O molecule, with properties calculated with wB97M-V/def2-TZVPD.

Its charge is 0. The value obtained for the HOMO-LUMO gap is 9.9 eV. For the HOMO energy, the calculation gives -9.8 eV.

The geometry in XYZ format:
```
8
Properties=species:S:1:pos:R:3:mulliken_charge:R:1
C 0.107 -0.246 0.665 -0.36
C -0.751 -1.232 1.830 0.03
C 0.098 0.326 -1.021 0.83
O -0.899 0.023 1.678 -0.09
F 0.872 -0.397 -1.826 -0.22
F -1.152 0.288 -1.471 -0.22
F 0.592 1.520 -1.006 -0.21
H 1.133 -0.283 1.151 0.23
```

Best to worst by energy: i, ii.

i | Below is a molecular structure, C20H16BCl4N4O2S4Sn, with properties calculated with wB97M-V/def2-TZVPD.

Its charge is -1. The value obtained for the HOMO-LUMO gap is 7.2 eV. For the HOMO energy, the calculation gives -4.9 eV.

The geometry in XYZ format:
```
52
Properties=species:S:1:pos:R:3:mulliken_charge:R:1
Sn 0.308 1.021 -0.191 1.73
C -1.774 0.760 3.014 -0.81
N -1.792 -0.641 2.634 0.29
C -1.579 -1.702 3.484 -0.52
C -1.600 -2.818 2.719 -0.45
N -1.820 -2.441 1.418 -0.09
B -1.848 -3.410 0.211 0.59
N -0.662 -3.088 -0.794 0.32
C -0.678 -3.681 -2.033 -0.75
C 0.442 -3.314 -2.699 -0.37
N 1.147 -2.492 -1.855 0.15
C 2.404 -1.833 -2.182 -0.85
C 0.458 -2.362 -0.696 -0.11
S 1.015 -1.375 0.614 -0.34
C -1.942 -1.105 1.377 -0.38
S -2.132 -0.154 -0.037 -0.33
H -2.008 0.829 4.075 0.33
H -2.509 1.303 2.425 0.34
H -0.793 1.196 2.824 0.19
H -1.412 -1.561 4.536 0.43
H -1.455 -3.850 2.980 0.47
H -1.683 -4.530 0.638 -0.21
H -2.873 -3.301 -0.414 -0.15
H -1.501 -4.301 -2.336 0.45
H 0.793 -3.546 -3.688 0.42
H 2.881 -2.397 -2.980 0.31
H 3.044 -1.823 -1.303 0.37
H 2.237 -0.802 -2.488 0.25
Cl 6.260 0.964 3.217 -0.23
C 5.085 1.011 1.948 0.32
C 5.473 0.875 0.628 0.29
Cl 7.141 0.658 0.222 -0.23
C 4.507 0.913 -0.388 0.34
Cl 4.963 0.749 -2.051 -0.22
C 3.163 1.089 -0.098 0.33
O 2.226 1.116 -1.025 -0.72
C 2.766 1.237 1.266 -0.40
O 1.483 1.419 1.517 -0.68
C 3.730 1.189 2.261 0.00
Cl 3.207 1.345 3.901 -0.23
S -0.433 1.520 -2.477 -0.46
C -1.836 2.482 -2.009 0.38
C -2.879 2.578 -2.932 -0.68
C -3.993 3.362 -2.691 -0.56
C -4.095 4.054 -1.491 -0.53
C -3.082 3.949 -0.555 -0.71
C -1.939 3.183 -0.790 0.77
S -0.703 3.151 0.469 -0.51
H -2.801 2.020 -3.857 0.40
H -4.780 3.422 -3.431 0.34
H -4.965 4.664 -1.279 0.35
H -3.165 4.471 0.391 0.39
```

ii | Below is a molecular structure, C20H16BCl4N4O2S4Sn, with properties calculated with wB97M-V/def2-TZVPD.

Its charge is -1. The value obtained for the HOMO-LUMO gap is 6.5 eV. For the HOMO energy, the calculation gives -4.5 eV.

The geometry in XYZ format:
```
52
Properties=species:S:1:pos:R:3:mulliken_charge:R:1
Sn -0.752 -0.744 1.349 0.63
C -3.738 0.940 -0.595 -1.11
N -3.154 -0.279 -1.142 0.44
C -3.623 -1.551 -0.938 -0.47
C -2.819 -2.385 -1.649 -0.43
N -1.863 -1.636 -2.268 0.32
B -0.761 -2.221 -3.266 -0.24
N 0.633 -1.978 -2.672 0.42
C 1.605 -1.167 -3.225 -0.72
C 2.702 -1.226 -2.446 -0.48
N 2.400 -2.080 -1.402 0.41
C 3.284 -2.450 -0.319 -0.97
C 1.136 -2.560 -1.551 -0.32
S 0.403 -3.688 -0.531 -0.36
C -2.067 -0.364 -1.935 -0.13
S -1.197 1.019 -2.560 -0.20
H -4.807 0.779 -0.476 0.36
H -3.573 1.752 -1.300 0.40
H -3.286 1.194 0.366 0.40
H -4.454 -1.748 -0.285 0.47
H -2.812 -3.456 -1.733 0.46
H -0.855 -1.623 -4.313 -0.14
H -1.012 -3.394 -3.363 -0.15
H 1.414 -0.597 -4.116 0.45
H 3.644 -0.716 -2.510 0.65
H 4.250 -1.979 -0.494 0.33
H 3.394 -3.533 -0.283 0.38
H 2.874 -2.103 0.630 0.26
Cl -1.126 1.898 7.699 -0.22
C -1.370 1.629 6.006 0.14
C -2.094 2.537 5.253 0.31
Cl -2.770 3.951 5.989 -0.23
C -2.282 2.306 3.885 0.12
Cl -3.189 3.410 2.906 -0.23
C -1.755 1.181 3.269 -0.07
O -1.921 0.920 1.984 -0.47
C -1.015 0.244 4.042 0.41
O -0.544 -0.831 3.433 -1.05
C -0.834 0.488 5.397 0.23
Cl 0.069 -0.668 6.313 -0.22
S 1.553 0.436 1.494 -0.41
C 2.127 1.127 -0.012 0.18
C 3.522 1.183 -0.185 -0.53
C 4.103 1.760 -1.296 -0.84
C 3.309 2.313 -2.298 -0.56
C 1.938 2.290 -2.144 -0.62
C 1.346 1.696 -1.029 0.77
S -0.414 1.858 -0.831 0.13
H 4.142 0.760 0.595 0.49
H 5.183 1.781 -1.382 0.34
H 3.754 2.773 -3.170 0.37
H 1.303 2.751 -2.890 0.35
```

Best to worst by energy: i, ii.

i | Below is a single C5H8OS molecule, with properties calculated with wB97M-V/def2-TZVPD.

Its SMILES is CC(C)=CC(=O)S. Its charge is 0. The value obtained for the HOMO-LUMO gap is 10.4 eV. For the HOMO energy, the calculation gives -9.8 eV.

The geometry in XYZ format:
```
15
Properties=species:S:1:pos:R:3:mulliken_charge:R:1
C -1.872 0.351 -0.587 -1.37
C -0.518 0.071 -0.021 1.08
C -0.331 -1.028 0.989 -1.13
C 0.496 0.859 -0.339 -0.50
C 1.915 0.762 0.073 0.14
H -2.243 1.298 -0.243 0.35
H -1.904 0.420 -1.690 0.30
H -2.665 -0.224 -0.167 0.40
H -0.590 -1.966 0.508 0.30
H 0.688 -1.077 1.445 0.35
H -1.040 -0.851 1.925 0.28
H 0.512 1.686 -1.033 0.33
H 2.145 -1.256 -1.238 0.15
O 2.432 1.579 0.790 -0.50
S 2.975 -0.624 -0.414 -0.18
```

ii | Below is a molecular structure, C5H8OS, with properties calculated with wB97M-V/def2-TZVPD.

Its charge is 0. The value obtained for the HOMO-LUMO gap is 7.9 eV. For the HOMO energy, the calculation gives -8.5 eV.

The geometry in XYZ format:
```
15
Properties=species:S:1:pos:R:3:mulliken_charge:R:1
C 0.254 -0.648 -0.069 0.19
C 0.505 -0.200 1.325 -0.91
C 0.112 1.240 1.204 -0.50
C -0.837 1.404 0.215 -0.20
C -0.988 0.090 -0.607 -0.21
H 1.406 -1.739 -1.681 0.44
H 0.369 -1.781 0.169 0.25
H 0.124 -0.744 2.134 0.43
H 1.446 -0.191 1.500 0.46
H 0.066 1.984 2.156 0.25
H -1.611 2.185 0.023 0.35
H -1.854 -0.542 -0.332 0.29
H 0.838 -0.382 -2.573 0.17
O 1.394 -0.707 -0.984 -0.71
S -1.224 0.031 -2.481 -0.32
```

Best to worst by energy: i, ii.